A cluster of 6 separate species, C33H60Br2ClF7IN5O16P3S in total at a distorted geometry, computed with wB97M-V/def2-TZVPD.

Positions of all 129 atoms, in Å:
1 C -1.46 -5.27 0.34
2 C -1.79 -4.41 1.53
3 O -2.82 -4.52 2.15
4 O -0.83 -3.51 1.89
5 C -0.77 -2.38 0.99
6 C 0.41 -1.53 1.38
7 C 0.52 -0.16 0.72
8 C 0.88 0.05 -0.77
9 C -0.42 0.54 -1.50
10 C -1.58 -0.40 -1.41
11 O -1.66 -1.46 -1.95
12 O -2.64 0.07 -0.60
13 C -3.50 0.93 -1.25
14 C -3.61 2.30 -0.65
15 O -4.11 0.58 -2.23
16 O 1.68 1.20 -0.82
17 P 3.03 1.27 -1.78
18 C 3.42 2.99 -0.86
19 Br 3.15 2.77 1.14
20 C 2.72 4.37 -1.05
21 C 2.89 5.17 -2.34
22 Br 0.85 4.56 -0.46
23 P 5.05 1.11 -2.94
24 O 4.54 0.81 -4.48
25 Cl 5.79 3.04 -3.13
26 C 2.09 2.05 -3.35
27 F 1.02 2.77 -2.92
28 F 2.99 3.00 -3.81
29 C 1.62 1.39 -4.74
30 F 2.37 1.88 -5.76
31 F 0.37 1.89 -4.99
32 C 1.42 -0.13 -5.08
33 F 0.33 -0.59 -4.51
34 F 2.44 -0.90 -4.85
35 F 1.19 -0.18 -6.40
36 S 4.41 0.15 -0.19
37 C 5.28 -1.25 -0.91
38 O 3.62 -0.41 0.90
39 O 5.51 1.03 0.21
40 O 2.67 -0.35 -2.30
41 C 1.57 -1.01 -1.72
42 P 1.74 -2.80 -1.22
43 O 3.01 -2.96 -0.21
44 I 2.74 -3.76 -3.26
45 H -1.92 -6.24 0.50
46 H -1.85 -4.80 -0.56
47 H -0.38 -5.36 0.23
48 H -0.74 -2.74 -0.03
49 H -1.69 -1.80 1.11
50 H 1.36 -2.06 1.26
51 H 0.34 -1.37 2.45
52 H 1.28 0.38 1.28
53 H -0.41 0.38 0.93
54 H -0.68 1.49 -1.04
55 H -0.24 0.69 -2.56
56 H -3.58 3.01 -1.47
57 H -2.80 2.51 0.04
58 H -4.59 2.39 -0.18
59 H 4.48 3.21 -0.81
60 H 3.21 4.99 -0.31
61 H 2.14 4.97 -3.08
62 H 3.87 4.97 -2.76
63 H 2.86 6.23 -2.09
64 H 4.53 1.62 -5.00
65 H 4.82 -1.68 -1.80
66 H 6.30 -0.95 -1.13
67 H 5.30 -2.00 -0.12
68 H 0.80 -1.21 -2.48
69 H 2.72 -3.46 0.56
70 C 0.68 0.29 5.69
71 C 1.42 -0.99 5.41
72 O 0.97 -1.86 4.67
73 N 2.62 -1.16 6.01
74 C 3.31 -0.24 6.91
75 H -0.26 0.28 5.13
76 H 0.45 0.39 6.75
77 H 1.26 1.15 5.36
78 H 3.07 -2.03 5.78
79 H 4.27 0.05 6.49
80 H 3.48 -0.72 7.88
81 H 2.71 0.65 7.06
82 C -1.04 -0.58 10.01
83 C -1.49 0.28 8.85
84 O -0.81 1.20 8.42
85 N -2.70 0.01 8.30
86 C -3.64 -1.03 8.67
87 H -0.06 -0.23 10.33
88 H -1.73 -0.51 10.84
89 H -0.96 -1.62 9.70
90 H -2.94 0.61 7.53
91 H -3.81 -1.70 7.83
92 H -4.60 -0.60 8.96
93 H -3.26 -1.61 9.50
94 C -6.54 2.71 -3.98
95 C -6.10 3.89 -3.14
96 O -4.99 3.94 -2.64
97 N -6.99 4.90 -2.94
98 C -8.35 5.01 -3.45
99 H -5.72 2.00 -4.01
100 H -7.41 2.22 -3.53
101 H -6.79 3.03 -4.99
102 H -6.63 5.65 -2.37
103 H -8.45 5.90 -4.08
104 H -9.06 5.09 -2.63
105 H -8.60 4.14 -4.04
106 C 2.90 5.04 -6.24
107 C 4.38 5.25 -6.06
108 O 4.84 5.75 -5.05
109 N 5.20 4.84 -7.07
110 C 4.84 4.22 -8.32
111 H 2.39 5.40 -5.35
112 H 2.53 5.58 -7.11
113 H 2.66 3.98 -6.35
114 H 6.18 5.00 -6.88
115 H 5.29 3.23 -8.41
116 H 5.17 4.82 -9.16
117 H 3.76 4.10 -8.38
118 C -2.55 -10.04 3.06
119 C -2.57 -8.66 2.44
120 O -1.59 -8.18 1.91
121 N -3.73 -7.96 2.49
122 C -5.00 -8.36 3.07
123 H -1.56 -10.46 2.93
124 H -2.78 -9.99 4.12
125 H -3.28 -10.70 2.57
126 H -3.67 -7.04 2.09
127 H -5.79 -8.35 2.31
128 H -5.29 -7.68 3.87
129 H -4.93 -9.37 3.48

Calculated values
- Energy relative to the best compared isomer or geometry (same formula, charge and spin): 0.00 kcal/mol
- Net charge: -1
- LUMO: 2.010 eV
- Highest occupied orbital energy: -5.124 eV
- Energy: -293841.56782 eV
- 2S+1: 1

Mulliken atomic charge list, values in e, 5 entries:
1. C -0.80
2. C 0.73
3. O -0.64
4. O -0.29
5. C 0.23